Computed, not measured: a structure of composition C32H76N4O16S4 in a non-equilibrium geometry, with ωB97M-V/def2-TZVPD.

Cartesian coordinates (Å):
C  -2.019  -0.001  8.592
C  -2.034  0.984  7.415
N  -0.876  0.908  6.536
C  0.368  1.313  7.174
C  1.423  1.708  6.142
C  -0.804  -0.307  5.753
C  -1.997  -0.518  4.842
H  -1.053  -0.135  9.074
H  -2.276  -0.997  8.204
H  -2.802  0.186  9.327
H  -2.920  0.797  6.810
H  -2.088  2.006  7.800
H  0.138  2.228  7.726
H  0.736  0.555  7.880
H  0.975  2.414  5.443
H  2.283  2.171  6.625
H  1.793  0.863  5.564
H  -0.650  -1.193  6.397
H  0.099  -0.264  5.139
H  -2.340  0.421  4.397
H  -2.850  -0.945  5.375
H  -1.782  -1.162  3.989
C  -0.974  -1.017  0.556
C  0.130  -1.128  -0.465
N  1.381  -0.419  -0.189
C  2.252  -0.676  -1.341
C  3.682  -0.250  -1.120
C  1.142  1.003  0.053
C  0.469  1.769  -1.081
H  -1.315  -0.016  0.821
H  -0.646  -1.474  1.496
H  -1.828  -1.593  0.200
H  0.385  -2.189  -0.506
H  -0.265  -0.860  -1.460
H  2.145  -1.756  -1.457
H  1.862  -0.231  -2.268
H  4.363  -0.560  -1.909
H  3.745  0.841  -1.022
H  4.057  -0.602  -0.154
H  2.101  1.491  0.246
H  0.556  1.076  0.968
H  -0.546  1.429  -1.288
H  1.058  1.738  -2.002
H  0.453  2.835  -0.854
C  4.110  -4.238  0.162
C  2.608  -4.428  -0.044
N  2.052  -5.483  0.799
C  2.852  -6.703  0.825
C  3.064  -7.414  -0.502
C  0.673  -5.791  0.424
C  -0.286  -4.653  0.765
H  4.424  -3.265  -0.220
H  4.736  -4.986  -0.326
H  4.337  -4.280  1.231
H  2.182  -3.437  0.124
H  2.459  -4.695  -1.099
H  3.835  -6.489  1.242
H  2.375  -7.380  1.537
H  2.199  -7.959  -0.888
H  3.374  -6.740  -1.300
H  3.836  -8.178  -0.372
H  0.367  -6.670  0.998
H  0.584  -6.080  -0.633
H  -1.277  -5.060  0.978
H  -0.469  -3.967  -0.064
H  0.082  -4.100  1.630
C  -0.755  6.105  -5.563
C  -1.661  5.316  -4.608
N  -1.656  5.764  -3.232
C  -2.225  7.100  -3.059
C  -3.735  7.121  -3.267
C  -0.384  5.591  -2.554
C  -0.505  5.598  -1.040
H  -1.107  7.135  -5.671
H  -0.797  5.682  -6.567
H  0.272  6.143  -5.206
H  -2.683  5.273  -4.989
H  -1.314  4.276  -4.627
H  -1.764  7.829  -3.739
H  -2.030  7.400  -2.032
H  -4.072  6.895  -4.275
H  -4.089  8.111  -2.966
H  -4.228  6.447  -2.560
H  0.078  4.640  -2.835
H  0.345  6.363  -2.856
H  -1.177  4.835  -0.651
H  0.493  5.480  -0.609
H  -0.832  6.552  -0.616
C  -3.806  -2.648  -2.185
C  -2.571  -2.445  -3.089
O  -1.884  -3.722  -3.144
S  -2.800  -4.865  -2.498
O  -2.040  -5.742  -1.725
O  -3.699  -5.376  -3.463
O  -3.523  -3.871  -1.507
H  -4.702  -2.749  -2.796
H  -3.940  -1.890  -1.422
H  -1.889  -1.650  -2.809
H  -2.944  -2.322  -4.108
C  -3.795  3.383  -2.383
C  -4.256  3.673  -0.957
O  -4.622  2.395  -0.392
S  -4.472  1.219  -1.452
O  -5.606  0.399  -1.503
O  -3.199  0.610  -1.293
O  -4.499  2.169  -2.712
H  -2.710  3.286  -2.441
H  -4.082  4.093  -3.150
H  -5.135  4.317  -0.924
H  -3.497  4.109  -0.314
C  4.829  1.564  1.988
C  3.453  1.412  2.714
O  3.719  1.694  4.100
S  5.294  1.687  4.340
O  5.744  0.348  4.391
O  5.641  2.606  5.346
O  5.616  2.315  2.912
H  4.719  2.163  1.088
H  5.251  0.595  1.730
H  3.089  0.394  2.588
H  2.746  2.170  2.393
C  0.603  -1.996  -5.184
C  0.348  -3.399  -5.669
O  1.473  -4.086  -5.134
S  1.640  -3.633  -3.607
O  3.018  -3.575  -3.291
O  0.804  -4.399  -2.766
O  0.940  -2.195  -3.807
H  -0.228  -1.305  -5.316
H  1.454  -1.544  -5.704
H  0.295  -3.511  -6.749
H  -0.599  -3.773  -5.271

As for the net charge: 0. The value obtained for the energy above the lowest of the compared OMol25 structures with the same formula, charge and spin is 0.0 kcal per mole. As for the total energy: -116473.196 eV.

Results of the Mulliken charge analysis, in e, for atoms 1 through 6:
1. C -1.032
2. C -0.702
3. N 0.115
4. C -0.495
5. C -1.262
6. C -0.041